--- a ---
# C5H11N2O

A gas-phase ion, C5H11N2O (charge +1) (ωB97M-V/def2-TZVPD, the OMol25 dataset).

Geometry (Å):
C 2.8122 -0.0211 -0.0159
C 1.2925 -0.1262 0.0529
N 0.5129 -0.9435 0.6716
C -0.8422 -0.6711 0.3708
N -1.3941 -1.8567 -0.4105
C -0.7167 0.6917 -0.4777
C -1.1214 1.8324 0.4588
O 0.6551 0.8424 -0.6727
H 3.1578 0.3329 -1.0318
H 3.3618 -0.8707 0.1192
H 3.0650 0.6399 0.8147
H -1.5092 -0.4606 1.2564
H -1.2616 -2.8195 0.1750
H -0.8368 -1.8848 -1.1649
H -2.2862 -1.5576 -0.4964
H -1.3062 0.6679 -1.4031
H -0.8815 1.5191 1.3776
H -2.1920 2.0961 0.2884
H -0.5094 2.5892 0.0877

Output
gap between HOMO and LUMO	10.84	eV
SMILES string	CC1=N[C@H]([NH3+])[C@@H](C)O1
total charge	+1
E_HOMO	-14.42	eV
lowest unoccupied orbital energy	-3.58	eV

These are the Löwdin partial charges, in e, on atoms 1 to 2: 0.052, -0.310


--- b ---
# C5H11N2O

A molecular structure, C5H11N2O (ωB97M-V/def2-TZVPD, the OMol25 dataset).

Geometry (Å):
O 1.4584 1.2491 -0.8743
C 1.8250 0.4293 -0.0270
N 2.9999 0.7640 0.6662
C 1.1550 -0.7647 0.2920
N -2.9124 -1.4451 -0.2836
C -2.5720 0.1948 -0.0473
C -1.1149 0.2207 0.4290
C -0.2237 -0.7924 -0.2667
H 3.1187 0.4905 1.6659
H 3.4172 1.7106 0.5591
H 1.5057 -1.4789 1.0241
H -3.9300 -1.4314 -0.4291
H -2.7125 1.1044 -0.6622
H -3.2228 0.3794 0.7965
H -2.3528 -0.5778 -1.0613
H -0.7158 1.2073 -0.0011
H -0.9068 0.3113 1.5299
H -0.2064 -0.9021 -1.3230
H -0.6900 -1.7650 -0.0623

Output
gap between HOMO and LUMO	4.72	eV
total charge	+1
E_HOMO	-13.20	eV
lowest unoccupied orbital energy	-8.48	eV

These are the Löwdin partial charges, in e, on atoms 1 to 2: 0.139, -0.471


The structure with the least stability is b.


--- a ---
# C5H5NO2

A molecular structure, C5H5NO2 (ωB97M-V/def2-TZVPD, the OMol25 dataset).

Geometry (Å):
C -1.0909 -1.6948 -0.8355
C 0.2220 -1.2304 -0.5005
C 0.5137 -0.4156 0.7780
C -0.6283 1.5276 0.1511
C 1.1703 0.1055 -0.3684
H 0.9741 -1.9413 -0.2854
H 1.2976 -0.8548 1.5684
H -0.5699 2.7973 0.6145
H -1.7353 1.4701 -0.1244
H 2.2615 0.2075 -0.6851
N -2.2866 -1.6216 -0.7816
O -0.4098 0.5534 1.2537
O 0.2816 1.0971 -0.7848

Output
gap between HOMO and LUMO	10.24	eV
total charge	0
E_HOMO	-9.70	eV
lowest unoccupied orbital energy	0.54	eV

These are the Löwdin partial charges, in e, on atoms 1 to 2: -0.142, -0.121


--- b ---
# C5H5NO2

A molecular structure, C5H5NO2 (ωB97M-V/def2-TZVPD, the OMol25 dataset).

Geometry (Å):
C -0.0509 -0.3669 0.1859
C 0.3824 1.1213 0.3307
C 1.4026 -0.4925 -0.5555
C -1.2802 -0.4712 -0.4567
C -2.4049 -0.4029 -0.8343
H -1.0141 -2.1405 1.0328
H 0.2930 1.4919 1.4216
H -0.2525 1.7688 -0.4343
H 2.6640 1.1858 0.1354
H -3.6293 -0.0899 -1.0551
N 1.5464 0.8605 -0.4120
O 0.0898 -1.0014 1.3645
O 2.2538 -1.4629 -0.7229

Output
gap between HOMO and LUMO	7.85	eV
total charge	0
E_HOMO	-9.34	eV
lowest unoccupied orbital energy	-1.49	eV

These are the Löwdin partial charges, in e, on atoms 1 to 2: -0.604, -0.159


The structure with the least stability is b.


--- a ---
# C5H5NO2

C5H5NO2 in the gas phase (ωB97M-V/def2-TZVPD, the OMol25 dataset).

Geometry (Å):
C 1.8075 -0.7063 -0.6230
C 0.6481 -0.1947 -0.0772
C 0.6109 1.3276 0.2120
N -0.4860 2.0854 -0.0242
O -1.6425 1.2975 -0.6025
C -1.8549 -0.0881 -0.1335
O -2.9709 -0.5602 -0.2796
C -0.7126 -0.7661 0.4825
H 1.7217 -1.7736 -0.9062
H 2.7585 -0.0466 -0.6808
H 1.5575 1.7981 0.6453
H -0.7466 -1.8681 0.4352
H -0.6908 -0.5050 1.5520

Output
gap between HOMO and LUMO	10.15	eV
SMILES string	C=C1C=NOC(=O)C1
total charge	0
E_HOMO	-10.16	eV
lowest unoccupied orbital energy	-0.01	eV

These are the Löwdin partial charges, in e, on atoms 1 to 2: 0.065, -0.248


--- b ---
# C5H5NO2

C5H5NO2 in the gas phase (ωB97M-V/def2-TZVPD, the OMol25 dataset).

Geometry (Å):
C 0.5217 0.7999 1.8600
C 0.2102 0.7807 0.5379
O 0.2849 1.7182 -0.3761
C 0.2579 1.0534 -1.6886
C 0.0936 -0.3703 -1.5557
N -0.2745 -0.4533 -0.1565
C -0.7664 -1.5785 0.2913
O -0.9718 -2.5713 -0.4343
H 0.2863 -0.0623 2.4460
H 1.2547 1.5378 2.3601
H 0.7552 1.6878 -2.4635
H -0.4067 -1.0933 -2.1483
H -1.2452 -1.4488 1.3277

Output
gap between HOMO and LUMO	8.55	eV
SMILES string	C=C1OC=CN1C=O
total charge	0
E_HOMO	-8.42	eV
lowest unoccupied orbital energy	0.13	eV

These are the Löwdin partial charges, in e, on atoms 1 to 2: 0.070, -0.353


The structure with the least stability is a.


--- a ---
# C5H5NO2

C5H5NO2 in the gas phase (ωB97M-V/def2-TZVPD, the OMol25 dataset).

Geometry (Å):
O 1.7706 0.7268 1.6358
C 0.9897 0.4229 0.7291
C 1.4956 -0.1396 -0.4858
C 0.6088 -0.4983 -1.4573
N -0.7148 -0.5429 -1.1862
C -1.1747 -0.0605 -0.0039
C -0.4034 0.4304 1.0000
O -0.7132 0.9339 2.2237
H 2.5713 -0.1308 -0.6734
H 0.8616 -0.9120 -2.4494
H -1.4083 -0.8125 -1.8272
H -2.2620 -0.2875 0.1639
H -1.6212 0.8699 2.3304

Output
gap between HOMO and LUMO	8.63	eV
SMILES string	O=c1cc[nH]cc1O
total charge	0
E_HOMO	-8.24	eV
lowest unoccupied orbital energy	0.40	eV

These are the Löwdin partial charges, in e, on atoms 1 to 2: 0.040, -0.417


--- b ---
# C5H5NO2

C5H5NO2 in the gas phase (ωB97M-V/def2-TZVPD, the OMol25 dataset).

Geometry (Å):
H 3.2641 -0.6665 -0.0300
N 2.4332 -0.0801 -0.0261
C 1.3378 -0.7101 0.0318
C 0.0873 -0.0126 0.0302
C -0.2341 1.3680 0.0189
C -1.5849 1.4920 0.0002
O -2.1964 0.2701 -0.0083
C -1.2557 -0.6633 0.0101
O -1.5794 -1.9524 -0.0009
H 1.2379 -1.8039 0.0828
H 0.4815 2.1638 0.0304
H -2.2429 2.3364 -0.0222
H -2.5393 -2.0417 -0.0662

Output
gap between HOMO and LUMO	8.45	eV
SMILES string	[H]/N=C/c1ccoc1O
total charge	0
E_HOMO	-7.96	eV
lowest unoccupied orbital energy	0.49	eV

These are the Löwdin partial charges, in e, on atoms 1 to 2: 0.041, 0.085


--- c ---
# C5H5NO2

C5H5NO2 in the gas phase (ωB97M-V/def2-TZVPD, the OMol25 dataset).

Geometry (Å):
C -1.9801 -0.0784 -0.9370
C -1.1278 0.9032 -0.4982
C 0.0733 0.3821 0.1247
O 0.4770 1.6600 0.8745
C 1.2003 -0.1409 -0.6740
N 2.3378 -0.3821 -1.0125
C -0.3781 -0.7425 1.1281
O -0.2143 -1.7989 0.5894
H -2.8785 0.0293 -1.5800
H -1.6463 -1.1786 -0.7855
H -1.3032 2.0298 -0.6667
H 1.2922 1.3349 1.3936
H -0.6566 -0.3701 2.1533

Output
gap between HOMO and LUMO	10.24	eV
SMILES string	C=C[C@](O)(C#N)C=O
total charge	0
E_HOMO	-10.23	eV
lowest unoccupied orbital energy	0.01	eV

These are the Löwdin partial charges, in e, on atoms 1 to 2: 0.053, -0.111


The structure with the least stability is c.


--- a ---
# Br2FH2PSi

2 unconnected molecules or ions with the total composition Br2FH2PSi (ωB97M-V/def2-TZVPD, the OMol25 dataset).

Geometry (Å):
F 0.6342 0.8691 0.4870
Si 1.2617 1.0897 -1.0113
P -1.8760 -1.0312 0.2694
Br 2.2212 -0.9095 -1.0215
Br 2.9392 2.6204 -0.6875
H -2.9023 -0.4495 1.1482
H -2.2780 -2.1890 0.8157

Output
gap between HOMO and LUMO (spin up / spin down)	8.42 / 6.03	eV
total charge	0
E_HOMO (spin up / spin down)	-9.67 / -8.98	eV
lowest unoccupied orbital energy (spin up / spin down)	-1.26 / -2.95	eV

These are the Löwdin partial charges, in e, on atoms 1 to 2: -0.414, -0.174


--- b ---
# Br2FH2PSi

2 unconnected molecules or ions with the total composition Br2FH2PSi (ωB97M-V/def2-TZVPD, the OMol25 dataset).

Geometry (Å):
F 2.8630 -0.9022 0.9332
Si 1.0256 -2.1624 0.0022
P -0.5540 -0.6135 -0.0358
Br 0.8132 -3.7621 1.5957
Br 1.8717 -3.0667 -1.8211
H -0.1177 0.4209 -0.9553
H -0.3000 0.2901 1.0434

Output
gap between HOMO and LUMO	9.40	eV
total charge	0
E_HOMO	-10.35	eV
lowest unoccupied orbital energy	-0.96	eV

These are the Löwdin partial charges, in e, on atoms 1 to 2: -0.586, -0.334


The structure with the least stability is a.


--- a ---
# C5H12O

2 unconnected molecules or ions with the total composition C5H12O (ωB97M-V/def2-TZVPD, the OMol25 dataset).

Geometry (Å):
C 2.4989 -0.3774 -0.6099
C 1.5369 -0.9911 0.4121
C 0.4203 -0.0575 0.7350
O -0.7375 -0.5473 1.0500
C -1.8247 0.0860 1.3848
C -1.7263 0.7764 -1.6334
H 3.3635 -1.0288 -0.7728
H 2.8762 0.5910 -0.2594
H 2.0039 -0.2144 -1.5735
H 2.1071 -1.2626 1.3156
H 1.1160 -1.9255 0.0195
H 0.5508 1.0198 0.8325
H -0.8364 0.5553 -1.0342
H -1.8114 1.1701 1.4201
H -2.7090 -0.5242 1.4734
H -2.2792 1.6109 -1.1959
H -2.3697 -0.1064 -1.6613
H -1.4029 1.0353 -2.6435

Output
gap between HOMO and LUMO (spin up / spin down)	7.99 / 8.21	eV
total charge	0
E_HOMO (spin up / spin down)	-7.01 / -7.22	eV
lowest unoccupied orbital energy (spin up / spin down)	0.98 / 0.99	eV

These are the Löwdin partial charges, in e, on atoms 1 to 2: -0.115, -0.234


--- b ---
# C5H12O

2 unconnected molecules or ions with the total composition C5H12O (ωB97M-V/def2-TZVPD, the OMol25 dataset).

Geometry (Å):
C 1.2435 -2.1232 -0.8519
C 0.1992 -1.2084 -0.2117
C 0.7412 0.1785 0.1147
C -0.8661 1.8931 -0.5994
O -1.1015 2.3063 0.6054
C -1.2824 1.3488 1.5584
H 1.6113 -1.6949 -1.7920
H 0.8378 -3.1176 -1.0723
H 2.1075 -2.2537 -0.1896
H -0.1863 -1.6770 0.7043
H -0.6643 -1.1257 -0.8894
H 1.5765 0.1015 0.8221
H 1.1745 0.6301 -0.7834
H -0.4956 2.6493 -1.2826
H -1.3885 1.0170 -0.9748
H -1.3863 1.7990 2.5412
H -0.0792 0.6747 0.9967
H -2.0413 0.6023 1.3044

Output
gap between HOMO and LUMO	8.24	eV
total charge	0
E_HOMO	-7.62	eV
lowest unoccupied orbital energy	0.62	eV

These are the Löwdin partial charges, in e, on atoms 1 to 2: -0.130, -0.332


The structure with the least stability is b.